#i
DFT (wB97M-V/def2-TZVPD) results for 2 unconnected molecules or ions with the total composition C12H16N2O.

The SMILES is CCc1c[nH]cn1.Cc1ccc(O)cc1. The value obtained for the gap between HOMO and LUMO is 8.7 eV.

Positions of all 31 atoms, in Å:
C1 -0.56229 -0.26039 3.31279
C2 0.73230 0.20863 2.53493
C3 -1.30192 -1.35222 2.52743
C4 -2.23017 -1.09914 1.62499
C5 -1.41700 -3.12894 1.01876
N1 -0.91900 -2.73657 2.23427
N2 -2.30270 -2.16471 0.57898
H1 -0.26875 -0.88376 4.29255
H2 -1.26588 0.61931 3.44793
H3 0.45474 0.65501 1.55397
H4 -2.89395 -0.29658 1.45938
H5 -1.15594 -4.11474 0.57681
H6 -2.90338 -2.03610 -0.32639
H7 1.14399 -0.68925 2.28502
H8 1.25883 1.02836 2.98658
C6 -0.18034 3.08220 -2.75332
C7 0.41937 1.85281 -2.22813
C8 1.75839 1.77976 -1.90165
C9 -0.27932 0.63972 -2.13644
C10 2.35546 0.54691 -1.48512
C11 0.21275 -0.54971 -1.75917
C12 1.53622 -0.45939 -1.10263
O1 1.81620 -1.41447 -0.24312
H9 -1.27088 3.11779 -2.52470
H10 0.02140 2.85298 -3.77108
H11 2.47021 2.51157 -1.98130
H12 -1.26032 0.76311 -2.78830
H13 3.30149 0.31668 -1.55093
H14 -0.20047 -1.53543 -1.76446
H15 2.67107 -1.28972 0.28562
H16 0.25989 4.03630 -2.40327



#ii
DFT (wB97M-V/def2-TZVPD) results for 2 unconnected molecules or ions with the total composition C12H16N2O.

The SMILES is CCc1cccc(C)c1.Oc1cc[nH]n1. The value obtained for the gap between HOMO and LUMO is 9.2 eV.

Positions of all 31 atoms, in Å:
C1 0.26492 0.79957 -1.67435
C2 0.39482 1.64346 -0.51247
C3 3.31592 0.49171 0.65778
C4 -0.58715 -0.22846 -1.77891
C5 2.49437 -0.22988 1.50920
C6 -0.40598 1.32535 0.56136
C7 3.09134 -0.09559 -0.59960
C8 -1.32451 0.24321 0.43248
C9 -1.39643 -0.56994 -0.67653
C10 -0.26366 2.14236 1.81893
C11 -3.66516 -1.57611 0.14002
C12 -2.44457 -1.68469 -0.70680
N1 1.75705 -1.07380 0.74774
N2 2.15373 -1.03012 -0.56132
O1 3.74144 0.18710 -1.72868
H1 0.77478 1.04256 -2.70968
H2 1.19523 2.38462 -0.49264
H3 3.96937 1.32946 1.07842
H4 -0.58096 -0.72850 -2.71486
H5 2.26067 -0.20252 2.49231
H6 3.30770 -0.38789 -2.46311
H7 -1.87506 0.16116 1.29479
H8 0.17433 3.26507 1.68293
H9 0.51089 1.63017 2.41484
H10 -1.16714 2.17108 2.41580
H11 -4.43538 -0.92062 -0.30515
H12 -3.43455 -1.27467 1.14778
H13 -4.30280 -2.47733 -0.02255
H14 -2.63904 -1.90331 -1.82954
H15 -1.93302 -2.69643 -0.52162
H16 1.04886 -1.73700 0.90345



Most stable of them? #ii.